[1]
Formula: C44H50Cl3FNO20P
Source: OMol25
Level of theory: wB97M-V/def2-TZVPD

Results
- SMILES string = [H]/N=C/Cc1c(CCCOC(C)=O)cc(P(O)Cl)c2c1C(=O)c1ccc(/C(Cl)=C(\C)Cl)c(F)c1C2=O.C[C@@H]1COC(=O)O1.C[C@@H]1COC(=O)O1.C[C@@H]1COC(=O)O1.C[C@@H]1COC(=O)O1.C[C@@H]1COC(=O)O1
- F_max (Eh/bohr) = 0.105
- E (Ha) = -5087.66799
- orbital gap (eV) = 7.478

Geometry as XYZ:
```
120
C44H50Cl3FNO20P wB97M-V/def2-TZVPD
H 0.853 4.470 -0.673
N 0.049 4.003 -1.151
C -0.279 2.936 -0.420
C -1.515 2.037 -0.973
C -1.199 0.460 -0.855
C -2.100 -0.523 -0.012
C -3.380 -0.018 0.829
C -3.452 -0.693 2.307
C -2.332 -0.117 3.311
O -2.478 1.300 3.597
C -1.499 1.753 4.532
C -0.330 2.773 4.057
O -1.506 1.433 5.756
C -1.720 -2.052 0.017
C -0.484 -2.632 -0.718
P 0.039 -4.476 -0.666
O -0.155 -4.948 0.993
Cl -1.238 -5.620 -1.917
C 0.417 -1.664 -1.528
C 0.049 -0.132 -1.599
C 1.073 0.778 -2.456
O 0.696 1.696 -3.225
C 2.629 0.390 -2.249
C 3.748 1.482 -2.111
C 5.230 1.009 -1.864
C 5.585 -0.495 -1.746
C 7.075 -1.001 -1.450
Cl 8.056 -1.725 -2.831
C 7.588 -0.879 -0.120
C 6.782 -0.263 1.110
Cl 9.286 -1.533 0.146
C 4.462 -1.587 -1.909
F 4.736 -2.982 -1.801
C 3.002 -1.139 -2.152
C 1.753 -2.155 -2.294
O 1.816 -3.207 -2.975
H 0.309 2.646 0.535
H -1.770 2.315 -2.065
H -2.439 2.341 -0.358
H -4.358 -0.281 0.294
H -3.342 1.120 1.026
H -3.373 -1.832 2.263
H -4.479 -0.455 2.788
H -1.270 -0.396 2.942
H -2.460 -0.682 4.315
H -0.070 3.455 4.940
H 0.604 2.150 3.797
H -0.671 3.348 3.123
H -2.391 -2.740 0.627
H -0.833 -4.312 1.333
H 3.444 2.580 -2.170
H 6.061 1.796 -1.729
H 5.740 -0.738 1.133
H 6.729 0.892 1.096
H 7.279 -0.534 2.110
C 13.929 -0.228 -1.077
C 12.763 0.733 -0.995
C 12.779 1.789 -2.061
O 12.099 2.869 -1.433
C 12.288 2.723 -0.089
O 12.017 3.556 0.726
O 12.827 1.505 0.201
H 13.850 -0.986 -0.292
H 13.960 -0.733 -2.045
H 14.878 0.289 -0.915
H 11.817 0.180 -0.993
H 12.252 1.475 -2.964
H 13.786 2.121 -2.333
C -2.062 6.863 -3.438
C -3.522 6.474 -3.414
C -4.345 7.276 -2.451
O -5.381 6.366 -2.100
C -4.868 5.113 -2.263
O -5.397 4.110 -1.874
O -3.676 5.152 -2.920
H -1.522 6.260 -4.173
H -1.934 7.917 -3.693
H -1.590 6.670 -2.471
H -3.942 6.511 -4.425
H -4.759 8.177 -2.908
H -3.804 7.556 -1.541
C -2.498 0.806 8.436
C -1.576 1.043 9.611
C -1.354 -0.175 10.459
O -1.090 0.385 11.740
C -1.719 1.595 11.776
O -1.867 2.250 12.767
O -2.159 1.956 10.538
H -2.601 1.719 7.847
H -2.119 0.015 7.786
H -3.504 0.539 8.772
H -0.627 1.469 9.267
H -0.506 -0.771 10.116
H -2.235 -0.821 10.536
C -8.020 -1.704 -3.961
C -7.282 -1.363 -2.685
C -6.243 -0.294 -2.857
O -5.299 -0.617 -1.841
C -5.406 -1.958 -1.620
O -4.630 -2.600 -0.969
O -6.505 -2.472 -2.236
H -8.776 -2.469 -3.767
H -8.515 -0.825 -4.381
H -7.341 -2.121 -4.709
H -7.994 -1.105 -1.893
H -6.648 0.708 -2.703
H -5.737 -0.328 -3.827
C -3.717 -7.937 -3.559
C -4.446 -6.738 -4.125
C -5.716 -6.406 -3.396
O -6.502 -5.792 -4.411
C -6.071 -6.301 -5.601
O -6.638 -6.150 -6.645
O -4.915 -7.004 -5.444
H -2.792 -8.113 -4.115
H -3.467 -7.790 -2.506
H -4.316 -8.847 -3.658
H -3.774 -5.874 -4.170
H -5.550 -5.716 -2.566
H -6.250 -7.287 -3.025
```

[2]
Formula: C44H50N7S3Y
Source: OMol25
Level of theory: wB97M-V/def2-TZVPD

Results
- ΔE to the lowest compared entry with this formula, charge and spin (kJ/mol) = 0.0
- F_max (Eh/bohr) = 0.016
- E (Ha) = -3323.05573
- orbital gap (eV) = 7.030

Geometry as XYZ:
```
105
C44H50N7S3Y wB97M-V/def2-TZVPD
Y 0.824 0.167 0.306
C 3.422 2.254 0.946
N 3.008 1.446 -0.229
C 2.717 2.433 -1.306
C 1.897 1.889 -2.449
N 0.489 1.629 -2.049
C -0.138 0.839 -3.130
C -0.226 2.897 -1.892
C -0.454 3.698 -3.009
C -1.141 4.894 -2.914
C -1.612 5.305 -1.673
C -1.385 4.520 -0.560
C -0.689 3.306 -0.639
S -0.440 2.409 0.853
C 4.055 0.505 -0.641
C 5.391 0.830 -0.413
C 6.420 -0.025 -0.767
C 6.117 -1.235 -1.373
C 4.797 -1.564 -1.612
C 3.737 -0.718 -1.259
S 2.105 -1.275 -1.623
H 3.851 1.616 1.712
H 2.537 2.742 1.351
H 4.144 3.025 0.655
H 3.666 2.829 -1.685
H 2.176 3.261 -0.841
H 2.316 0.954 -2.816
H 1.915 2.612 -3.273
H 0.089 1.254 -4.119
H -1.222 0.841 -3.015
H 0.241 -0.177 -3.091
H -0.089 3.383 -3.979
H -1.305 5.499 -3.796
H -2.156 6.236 -1.573
H -1.743 4.837 0.411
H 5.642 1.768 0.059
H 7.446 0.255 -0.568
H 6.903 -1.923 -1.657
H 4.550 -2.507 -2.084
C -4.585 1.800 1.248
C -3.758 1.067 2.277
C -2.975 1.786 3.182
C -3.074 3.289 3.234
C -2.098 1.113 4.037
C -1.145 1.895 4.909
C -2.066 -0.285 4.044
C -1.191 -1.025 5.026
C -2.860 -1.004 3.145
C -2.750 -2.510 3.100
C -3.735 -0.331 2.289
C -4.697 -1.103 1.415
H -5.602 2.011 1.594
H -4.669 1.221 0.328
H -4.123 2.749 0.981
H -2.360 3.754 2.547
H -2.865 3.667 4.233
H -4.073 3.631 2.965
H -1.564 2.109 5.898
H -0.885 2.846 4.447
H -0.214 1.350 5.054
H -0.211 -1.254 4.595
H -1.652 -1.961 5.337
H -1.019 -0.438 5.925
H -3.368 -2.991 3.866
H -1.723 -2.833 3.272
H -3.057 -2.911 2.135
H -4.281 -1.325 0.427
H -5.619 -0.545 1.260
H -4.974 -2.053 1.868
C 5.924 -2.369 3.178
C 4.552 -2.210 2.596
C 4.066 -3.124 1.653
C 2.845 -2.849 1.096
N 2.111 -1.799 1.484
C 2.626 -1.000 2.435
S 1.623 0.346 2.888
N 3.842 -1.161 2.982
H 6.082 -3.389 3.530
H 6.063 -1.671 3.998
H 6.671 -2.166 2.408
H 4.653 -3.977 1.344
H 2.430 -3.451 0.296
C -1.549 -3.771 -0.370
C -0.731 -2.786 0.143
N -0.882 -1.494 -0.179
C -1.862 -1.162 -1.018
C -2.692 -2.090 -1.630
C -2.535 -3.421 -1.279
C -3.708 -1.638 -2.609
C -3.540 -1.574 -3.928
C -2.337 -1.966 -4.687
C -2.386 -2.042 -6.075
C -1.226 -2.420 -6.728
N -0.097 -2.691 -6.081
C -0.148 -2.580 -4.756
N -1.206 -2.237 -4.030
H -1.402 -4.799 -0.069
H 0.072 -3.008 0.832
H -1.986 -0.102 -1.221
H -3.170 -4.177 -1.724
H -4.671 -1.335 -2.207
H -4.371 -1.223 -4.530
H -3.292 -1.816 -6.621
H -1.200 -2.507 -7.808
H 0.769 -2.768 -4.207
```

[3]
Formula: C44H51F6N6O4PPb
Source: OMol25
Level of theory: wB97M-V/def2-TZVPD

Results
- ΔE to the lowest compared entry with this formula, charge and spin (kJ/mol) = 5.4
- F_max (Eh/bohr) = 0.016
- E (Ha) = -3470.20390
- orbital gap (eV) = 7.609

Geometry as XYZ:
```
113
C44H51F6N6O4PPb wB97M-V/def2-TZVPD
Pb -0.396 -0.372 -0.359
C -4.696 2.272 -2.656
N -3.524 2.649 -1.891
C -3.683 3.705 -0.907
C -2.314 2.082 -2.070
O -1.326 2.393 -1.413
C -2.211 0.988 -3.144
O -0.899 0.504 -3.244
C -0.001 1.393 -3.864
C 1.400 1.087 -3.347
O 1.552 0.385 -2.363
N 2.438 1.662 -3.996
C 3.793 1.376 -3.559
C 2.298 2.463 -5.191
H -5.580 2.458 -2.047
H -4.687 1.212 -2.901
H -4.790 2.852 -3.579
H -3.935 4.651 -1.392
H -2.751 3.820 -0.362
H -4.483 3.447 -0.211
H -2.588 1.353 -4.109
H -2.818 0.133 -2.833
H -0.226 2.433 -3.608
H -0.057 1.277 -4.954
H 3.753 0.833 -2.620
H 4.335 2.309 -3.401
H 4.318 0.780 -4.309
H 1.328 2.953 -5.231
H 2.434 1.870 -6.101
H 3.057 3.246 -5.178
N -1.868 0.384 1.827
C -2.349 -0.700 2.568
C -3.528 -0.676 3.266
C -3.937 -1.783 4.038
C -3.152 -2.893 4.143
C -1.937 -2.958 3.419
C -1.053 -4.059 3.488
C 0.088 -4.055 2.741
C 0.319 -2.974 1.866
N -0.476 -1.940 1.776
C -1.567 -1.888 2.583
H -0.920 0.666 2.135
H -2.481 1.185 1.903
H -4.130 0.224 3.260
H -4.870 -1.725 4.584
H -3.437 -3.726 4.772
H -1.290 -4.887 4.145
H 0.798 -4.869 2.781
H 1.171 -2.988 1.199
N 3.083 -1.175 -0.057
P 2.293 -0.089 1.122
C 3.342 -0.636 2.520
C 3.735 -1.967 2.630
C 4.438 -2.409 3.741
C 4.761 -1.523 4.757
C 4.374 -0.194 4.654
C 3.664 0.243 3.548
C 3.138 1.417 0.518
C 4.504 1.630 0.650
C 5.097 2.761 0.107
C 4.324 3.691 -0.572
C 2.958 3.483 -0.711
C 2.370 2.352 -0.168
C 2.553 -1.996 -1.000
C 3.421 -2.685 -1.881
C 2.901 -3.553 -2.802
C 1.517 -3.754 -2.862
C 0.739 -3.046 -1.982
N 1.230 -2.186 -1.075
H 4.090 -1.110 -0.120
H 3.497 -2.672 1.842
H 4.733 -3.448 3.809
H 5.310 -1.865 5.625
H 4.615 0.509 5.440
H 3.351 1.270 3.482
H 5.111 0.923 1.205
H 6.159 2.924 0.231
H 4.783 4.582 -0.982
H 2.345 4.210 -1.229
H 1.302 2.207 -0.263
H 4.488 -2.514 -1.810
H 3.563 -4.082 -3.476
H 1.067 -4.434 -3.569
H -0.342 -3.136 -1.982
C -0.248 3.566 1.971
C 0.469 2.698 3.028
O 0.829 1.474 2.585
C 1.700 3.520 3.509
F 2.227 3.045 4.657
F 1.431 4.829 3.722
F 2.682 3.494 2.587
C -0.468 2.568 4.269
F -0.104 1.582 5.092
F -1.746 2.295 3.887
F -0.554 3.699 5.010
H 0.486 3.972 1.276
H -0.811 4.394 2.403
H -0.920 2.920 1.405
C -4.288 -3.150 -3.476
C -4.406 -2.990 -1.955
C -5.665 -2.181 -1.619
C -4.500 -4.373 -1.299
C -3.221 -2.284 -1.441
C -2.240 -1.702 -1.016
H -5.154 -3.686 -3.869
H -3.387 -3.707 -3.735
H -4.235 -2.176 -3.965
H -6.557 -2.702 -1.975
H -5.629 -1.199 -2.094
H -5.752 -2.034 -0.543
H -5.374 -4.910 -1.675
H -4.588 -4.278 -0.216
H -3.609 -4.962 -1.516
```

[4]
Formula: C44H52AsF6MoN3O4SSeSi
Source: OMol25
Level of theory: wB97M-V/def2-TZVPD

Results
- 2S+1 = 4
- ΔE to the lowest compared entry with this formula, charge and spin (kJ/mol) = 0.0
- F_max (Eh/bohr) = 0.013
- charge = -1
- E (Ha) = -8165.68928
- orbital gap (spin up / spin down) (eV) = 6.035 / 6.282

Geometry as XYZ:
```
114
C44H52AsF6MoN3O4SSeSi wB97M-V/def2-TZVPD
Mo -0.185 -0.834 0.371
C 3.545 -5.670 -1.893
Si 2.352 -5.615 -0.448
C 1.682 -7.344 -0.153
C 3.178 -5.004 1.098
C 0.848 -4.579 -0.958
C -0.217 -5.172 -1.625
C -1.397 -4.484 -1.901
C -1.523 -3.197 -1.432
N -0.503 -2.587 -0.825
C 0.675 -3.225 -0.640
S 1.850 -2.140 0.040
H 4.320 -6.423 -1.731
H 4.038 -4.704 -2.026
H 3.023 -5.914 -2.822
H 2.463 -7.983 0.265
H 1.323 -7.817 -1.070
H 0.854 -7.315 0.560
H 3.842 -5.784 1.481
H 2.450 -4.769 1.878
H 3.768 -4.100 0.945
H -0.143 -6.213 -1.922
H -2.225 -4.957 -2.410
H -2.440 -2.636 -1.532
C 2.411 3.649 -0.367
C 2.885 2.501 0.529
C 2.948 1.194 -0.252
C 2.174 2.442 1.879
C 2.773 3.164 2.905
C 2.286 3.141 4.199
C 1.206 2.335 4.503
C 0.566 1.592 3.518
C -0.576 0.681 3.903
C -1.789 1.460 4.412
C -0.099 -0.352 4.925
C 1.029 1.704 2.207
N 0.231 1.135 1.134
C -0.453 2.016 0.464
C -1.043 1.635 -0.810
N -0.898 0.392 -1.217
C -1.635 0.031 -2.416
C -3.037 -0.092 -2.336
C -3.728 -0.479 -3.482
C -3.080 -0.715 -4.677
C -1.712 -0.530 -4.746
C -0.961 -0.146 -3.637
C 0.518 0.107 -3.899
C 0.950 1.543 -3.596
C 1.443 -0.908 -3.240
C -3.882 0.191 -1.098
C -4.883 1.326 -1.350
C -4.645 -1.055 -0.638
C -1.611 2.840 -1.426
C -2.183 3.145 -2.634
C -2.584 4.483 -2.873
C -2.421 5.478 -1.941
C -1.810 5.194 -0.693
C -1.542 6.111 0.358
C -0.911 5.688 1.499
C -0.478 4.348 1.681
C -0.729 3.449 0.681
C -1.412 3.879 -0.481
H 3.093 3.763 -1.213
H 2.376 4.596 0.177
H 1.415 3.463 -0.776
H 3.918 2.721 0.807
H 2.000 0.958 -0.737
H 3.234 0.368 0.396
H 3.699 1.278 -1.042
H 3.676 3.720 2.682
H 2.786 3.702 4.978
H 0.861 2.255 5.527
H -0.902 0.147 3.015
H -1.552 1.998 5.334
H -2.606 0.766 4.617
H -2.134 2.189 3.674
H 0.144 0.130 5.877
H 0.793 -0.867 4.569
H -0.885 -1.087 5.094
H -4.804 -0.590 -3.427
H -3.637 -1.024 -5.553
H -1.198 -0.680 -5.688
H 0.624 -0.022 -4.980
H 0.865 1.783 -2.538
H 0.353 2.265 -4.158
H 1.998 1.678 -3.874
H 1.515 -0.757 -2.167
H 2.452 -0.815 -3.649
H 1.099 -1.931 -3.407
H -3.233 0.485 -0.279
H -5.601 1.058 -2.129
H -4.397 2.254 -1.646
H -5.447 1.517 -0.435
H -5.296 -1.436 -1.429
H -5.274 -0.800 0.218
H -3.980 -1.854 -0.316
H -2.349 2.392 -3.392
H -3.043 4.721 -3.824
H -2.749 6.487 -2.161
H -1.836 7.148 0.252
H -0.714 6.401 2.290
H 0.050 4.069 2.584
O -2.653 -1.908 3.536
Se -2.081 -2.177 2.064
O -2.745 -3.405 1.262
O -0.389 -2.214 1.966
O -2.148 -0.770 1.086
F 2.648 -0.714 2.581
As 4.266 -0.878 3.237
F 4.781 -1.585 1.731
F 4.661 0.700 2.598
F 3.856 -2.447 3.846
F 3.721 -0.142 4.712
F 5.872 -1.024 3.872
```